Density functional theory data (ωB97M-V with the def2-TZVPD basis set) for 40 unconnected molecules or ions with the total composition H80O40 at a distorted geometry.

Properties
HOMO, eV: -9.9
Energy above the lowest of the compared OMol25 structures with the same formula, charge and spin, kJ/mol: 693.05
Kohn-Sham gap, eV: 9.29

The geometry in ORCA input format:
```
! wB97M-V def2-TZVPD RIJCOSX def2/J DEFGRID3
* xyz 0 1
H 5.355 0.035 -2.693
H 5.627 -0.309 -1.362
O 5.425 0.503 -1.843
H 4.374 2.308 -2.129
H 5.231 3.541 -2.382
O 4.431 3.249 -1.939
H -1.873 -3.737 -5.383
H -1.831 -4.434 -4.010
O -2.408 -4.034 -4.645
H -0.309 -1.280 5.841
H 0.100 -1.603 4.487
O 0.488 -1.201 5.293
H -0.792 4.464 2.604
H -0.224 3.423 1.588
O -0.693 3.543 2.412
H 0.193 -1.127 -5.706
O -0.211 -0.728 -4.935
H 3.771 1.308 -5.415
O 3.921 0.697 -4.691
H -3.094 -4.530 -2.292
H -2.620 -3.067 -2.097
O -2.818 -3.877 -1.647
H -5.381 -1.642 3.073
H -5.243 -2.051 1.652
O -5.658 -2.355 2.484
H 1.071 5.588 -0.827
H 0.529 4.324 -0.058
O 0.978 5.166 0.024
H -0.156 -3.273 0.721
H 0.031 -2.939 -0.806
O -0.258 -3.594 -0.176
H 2.447 1.857 -2.761
O 1.797 2.572 -2.653
H 4.536 -2.647 3.211
H 2.965 -2.740 3.611
O 3.725 -2.190 3.427
H -1.216 -1.417 -2.050
H -0.323 -2.099 -3.114
O -1.222 -1.900 -2.871
H -3.089 0.783 -1.893
H -1.641 0.316 -1.359
O -2.360 0.159 -1.968
H 0.846 0.429 -3.184
H 1.182 -0.967 -3.679
O 1.556 -0.212 -3.175
H 5.268 -1.007 1.953
H 4.889 0.472 1.573
O 4.573 -0.351 1.977
H -0.761 2.461 -2.947
H -0.354 2.624 -1.395
O -0.691 3.011 -2.188
H -3.196 2.808 -0.299
O -2.442 3.265 0.084
H -2.793 3.732 -2.565
H -3.933 2.765 -3.177
O -3.575 3.211 -2.392
H -2.650 1.051 1.087
O -3.287 0.349 0.920
H -1.679 -0.465 2.348
H -1.639 -1.383 1.179
O -1.108 -1.129 1.936
H 5.127 -0.285 4.733
H 4.309 0.803 4.004
O 5.000 0.660 4.653
H -5.379 0.689 -3.232
H -4.419 0.789 -4.484
O -4.590 1.111 -3.593
H 1.668 -5.360 0.042
H 1.061 -5.027 -1.392
O 1.829 -5.300 -0.896
H -2.459 0.017 -4.056
H -2.425 1.326 -4.828
O -2.505 0.377 -4.968
H -1.969 -2.999 2.787
H -2.177 -4.234 3.724
O -1.768 -3.363 3.650
H -1.009 1.949 5.041
H -0.215 0.459 4.945
O -0.725 1.175 4.578
H 1.755 0.968 3.666
H 2.365 0.204 4.700
O 2.223 1.143 4.495
H 0.096 1.071 0.805
H 1.499 0.738 0.786
O 0.889 1.423 0.396
H 2.195 2.922 4.225
H 1.024 3.423 3.459
O 1.957 3.608 3.584
H 4.737 2.801 2.235
O 5.664 2.684 1.984
H -4.498 -3.867 2.991
H -3.878 -4.338 1.728
O -4.125 -4.677 2.593
H -2.042 3.621 -0.723
H -0.946 -0.108 -5.147
H -3.953 0.438 0.247
H 3.133 0.155 -4.560
H 2.462 3.149 -2.269
H 5.745 3.302 1.248
O 0.788 -2.639 3.059
H -0.014 -3.086 3.416
H 0.422 -2.233 2.248
O 3.758 -2.472 -1.700
H 3.853 -3.227 -1.111
H 3.749 -2.792 -2.604
O -3.848 -2.208 0.418
H -3.434 -1.332 0.304
H -3.610 -2.739 -0.367
O 0.328 -0.675 -0.954
H 1.156 -0.465 -1.404
H 0.270 -1.092 -0.111
O -5.627 -0.362 -1.317
H -6.371 -0.283 -0.718
H -5.600 -1.264 -1.640
O -1.301 6.651 0.113
H -1.458 5.882 0.644
H -0.372 6.827 0.043
O 2.016 -0.875 1.191
H 2.624 -0.933 0.453
H 2.261 -0.996 2.105
*
```